Here is a structure of composition C27H63F9InO26P5 at a distorted geometry from the OMol25 dataset. Energies are from ωB97M-V/def2-TZVPD.

Kohn-Sham gap = 4.46 eV

```
! RIJCOSX wB97M-V def2-TZVPD def2/J DEFGRID3
* xyz 0 1
In -0.0491 -0.0072 -0.5270
C 3.9733 -0.9003 -1.2505
O 3.7232 -1.2859 0.0991
O 2.7354 -0.4022 -1.6919
C 5.2686 -0.0286 -1.5922
F 5.0417 0.7374 -2.6638
F 5.6733 0.7907 -0.5470
F 6.3580 -0.7615 -1.9227
C 4.6511 -2.2211 0.6570
C 4.0451 -2.8723 1.9077
H 3.9519 -2.1682 2.7345
H 3.0732 -3.3468 1.7718
H 4.7673 -3.6102 2.2568
H 5.4614 -1.5582 0.9604
H 4.9412 -3.0942 0.0725
H 4.0916 -1.8252 -1.8151
C -1.5521 -3.5841 -0.3739
O -0.1699 -3.3076 -0.8245
O -1.9805 -2.3140 0.1299
C -2.4701 -4.1421 -1.5128
F -2.1166 -5.4180 -1.7346
F -3.7741 -4.1958 -1.2600
F -2.3227 -3.5516 -2.6849
C 0.6632 -4.4742 -1.0938
C 1.9606 -3.9027 -1.4267
H 1.9906 -3.4010 -2.3939
H 2.2651 -3.2080 -0.6439
H 2.6655 -4.7275 -1.5316
H 0.1961 -5.0380 -1.9013
H 0.8205 -5.1331 -0.2399
H -1.4554 -4.2806 0.4590
C -0.2257 3.7506 -1.9714
O -0.5133 3.6791 -0.6382
O 0.1002 2.4539 -2.3682
C -1.2753 4.6094 -2.7665
F -0.7405 4.7834 -3.9651
F -2.4641 3.9976 -3.0897
F -1.5271 5.8232 -2.2893
C -0.1419 4.7721 0.2343
C -0.7043 4.5488 1.6231
H -0.3889 5.4422 2.1620
H -1.7922 4.6103 1.5964
H -0.4124 3.5689 2.0009
H -0.4229 5.7634 -0.1214
H 0.9418 4.7858 0.3507
H 0.7190 4.2919 -2.0232
C -4.7878 2.8710 -0.3699
O -4.5322 2.4853 -1.7084
P -3.9135 1.0313 -1.9277
O -2.6087 0.9865 -1.2665
O -4.9332 -0.0959 -1.3601
C -4.5450 -1.4208 -1.6601
O -3.9292 0.7862 -3.4958
C -3.0688 1.4279 -4.4615
H -4.7066 2.0872 0.3833
H -5.7599 3.3637 -0.3500
H -4.0468 3.6358 -0.1376
H -3.6103 -1.5989 -2.1919
H -5.2743 -2.0026 -2.2238
H -4.4368 -2.0059 -0.7468
H -2.0798 1.7877 -4.1777
H -3.6705 2.2814 -4.7739
H -2.8351 0.7330 -5.2681
C -4.8311 -0.0062 2.5661
O -3.8430 0.4872 3.4277
P -2.5653 1.2727 2.9569
O -1.6548 0.6067 1.9458
O -1.9109 1.6947 4.4106
C -0.5070 1.8083 4.5389
O -3.1158 2.7147 2.4545
C -3.7879 3.5524 3.3403
H -5.1802 -1.0224 2.7493
H -4.5019 -0.0729 1.5292
H -5.6904 0.6562 2.6711
H 0.0334 1.4879 3.6482
H -0.0678 1.1200 5.2610
H -0.1237 2.8121 4.7219
H -3.2387 4.4769 3.5186
H -4.1370 3.0688 4.2526
H -4.6829 3.8836 2.8137
C 1.2289 0.2308 -5.1173
O 0.9265 -1.1390 -5.2851
P -0.2913 -1.8423 -4.5075
O -0.6707 -1.1856 -3.2056
O -1.4677 -1.8688 -5.6163
C -2.6909 -2.6143 -5.3632
O 0.1315 -3.4027 -4.3730
C 0.9568 -4.0059 -5.4284
H 1.9102 0.4753 -4.3024
H 0.3191 0.8310 -5.1253
H 1.6520 0.6861 -6.0127
H -3.3564 -2.4944 -6.2181
H -3.1652 -2.2884 -4.4375
H -2.3368 -3.6383 -5.2441
H 0.9910 -3.4146 -6.3434
H 0.4614 -4.9102 -5.7820
H 1.9288 -4.3418 -5.0673
C 3.3451 3.2334 -0.5995
O 3.6808 3.0739 0.7578
P 2.6989 2.4072 1.8623
O 1.7564 1.4144 1.2920
O 2.0084 3.6969 2.4884
C 2.6028 5.0260 2.6959
O 3.6813 1.9075 3.1060
C 4.8191 1.0368 2.8320
H 3.4597 4.2815 -0.8761
H 2.3376 2.9006 -0.8489
H 4.1238 2.7118 -1.1560
H 3.6572 5.0406 2.4201
H 2.5368 5.3835 3.7235
H 2.0820 5.7677 2.0904
H 5.7330 1.6288 2.7831
H 4.8159 0.6375 1.8178
H 5.0441 0.1897 3.4802
C -1.6925 -2.6412 3.9295
O -0.5136 -1.8885 4.2741
P 0.8887 -1.9347 3.4063
O 0.8240 -1.6509 1.9287
O 1.9398 -0.9364 4.1614
C 2.2674 -0.9225 5.5707
O 1.4947 -3.4061 3.7879
C 1.0347 -4.5735 3.1791
H -1.5493 -3.2850 3.0616
H -2.5134 -1.9856 3.6388
H -1.9840 -3.2869 4.7579
H 2.3362 0.1063 5.9242
H 3.2929 -1.2495 5.7423
H 1.4940 -1.4311 6.1463
H 1.7349 -5.4088 3.1768
H 0.8959 -4.4593 2.1040
H 0.1038 -5.0027 3.5497
*
```

Löwdin atomic charge list, values in e, 6 entries: 1.3794, -0.3824, -0.1125, -0.1650, -0.4911, 0.1386

---

Here is a structure of composition C27H64AsF6N7O3 at a distorted geometry from the OMol25 dataset. Energies are from ωB97M-V/def2-TZVPD.

Kohn-Sham gap = 9.73 eV
energy relative to the best compared isomer or geometry (same formula, charge and spin) = 33.0 kJ/mol

```
! RIJCOSX wB97M-V def2-TZVPD def2/J DEFGRID3
* xyz 4 1
As 0.8082 1.1995 1.3595
F 1.0992 -0.4141 2.0235
F 1.8836 1.9213 2.5435
F 0.2848 2.7616 0.6780
F -0.2334 0.3513 0.1591
F -0.5883 1.3290 2.4906
F 2.1610 1.1423 0.1011
C 3.0291 0.5000 -3.2723
C 1.5280 0.6489 -3.7619
N 1.0846 1.9731 -3.7017
C 1.0945 2.7680 -2.6116
C 0.4477 3.9119 -3.0603
N 0.1395 3.8372 -4.4295
C 0.5227 2.5662 -4.7705
C -0.5318 4.7167 -5.2913
H 3.6612 1.1626 -3.8635
H 3.3381 -0.5116 -3.5355
H 3.2598 0.8809 -2.2775
H 0.8000 0.0984 -3.1661
H 1.3547 0.3480 -4.7951
H 1.4693 2.4722 -1.6429
H 0.0409 4.7858 -2.5733
H 0.5042 2.0619 -5.7253
H -0.7578 5.6807 -4.8353
H -1.5390 4.4045 -5.5673
H 0.0919 4.8906 -6.1681
C 8.3520 2.5967 -2.0734
C 8.5290 2.0537 -0.6919
N 7.2615 1.5512 -0.1943
C 6.2561 2.2626 0.5549
C 5.1608 1.4665 0.8208
N 5.5317 0.1625 0.3481
C 6.8035 0.1870 -0.2819
C 4.6783 -1.0246 0.2713
H 7.8000 1.7878 -2.5521
H 9.2724 2.9198 -2.5599
H 7.6972 3.4643 -1.9934
H 8.8329 2.8485 -0.0108
H 9.2121 1.2146 -0.5595
H 6.3936 3.3108 0.7758
H 4.2016 1.6049 1.2976
H 7.1593 -0.5711 -0.9638
H 5.2999 -1.9136 0.3785
H 4.4073 -1.0110 -0.7844
H 3.8945 -0.9333 1.0232
C -4.2321 1.1236 5.5931
N -3.0348 1.2704 4.6084
C -3.1565 2.6686 3.9175
C -1.6924 1.4745 5.4380
C -3.0193 0.0787 3.5106
C -1.9631 -0.9274 4.0025
O -2.4527 -1.4465 5.1888
H -4.0060 1.8593 6.3649
H -4.2137 0.0730 5.8831
H -5.1611 1.1931 5.0272
H -3.2182 3.4127 4.7116
H -4.1882 2.7025 3.5675
H -2.4044 2.8915 3.1606
H -1.7958 2.3855 6.0275
H -0.8661 1.6748 4.7558
H -1.5382 0.6015 6.0721
H -2.7689 0.4610 2.5210
H -3.9833 -0.4100 3.3694
H -1.0194 -0.3835 3.9589
H -1.7350 -1.6402 3.2101
H -1.8858 -2.2138 5.2955
C -4.1363 -0.2613 -3.1041
N -4.7609 0.3933 -1.8463
C -3.7792 0.3054 -0.6390
C -4.8990 1.9186 -2.0928
C -5.9995 -0.2998 -1.1875
C -6.8965 -1.0506 -2.1737
O -7.6836 -0.2192 -3.0036
H -3.2228 0.2785 -3.3535
H -4.8647 -0.2887 -3.9146
H -4.0007 -1.2886 -2.7659
H -3.5075 -0.7455 -0.5395
H -4.0727 0.8599 0.2523
H -2.7992 0.6435 -0.9758
H -5.0316 2.5773 -1.2345
H -5.7845 2.0905 -2.7048
H -4.0799 2.2961 -2.7048
H -6.5458 0.5867 -0.8654
H -5.7258 -1.0218 -0.4181
H -7.5840 -1.6611 -1.5884
H -6.3961 -1.8082 -2.7768
H -7.9481 -0.8360 -3.6900
C 0.3956 -4.4749 -0.6785
N 0.9197 -4.0590 0.6787
C 2.0235 -2.9972 0.5002
C -0.2322 -3.3736 1.5061
C 1.3973 -5.2823 1.4486
C 0.5150 -6.4942 1.7285
O 0.1620 -7.1304 0.5689
H 0.2660 -3.5109 -1.1704
H -0.5111 -5.0292 -0.4361
H 1.1119 -5.1947 -1.0746
H 2.6980 -3.1988 -0.3320
H 2.5436 -2.9350 1.4562
H 1.7216 -1.9748 0.2733
H -1.1028 -4.0253 1.5807
H -0.5707 -2.5225 0.9153
H 0.1500 -2.9347 2.4277
H 1.7797 -4.8015 2.3490
H 2.3575 -5.5764 1.0247
H -0.4053 -6.0716 2.1316
H 0.9765 -7.1072 2.5027
H 0.1613 -8.0884 0.6303
*
```

Löwdin atomic charge list, values in e, 6 entries: 0.9168, -0.2701, -0.2296, -0.2642, -0.3122, -0.2815

---

> Among the records above, which one has the highest Kohn-Sham gap?

C27H64AsF6N7O3